The following is a DFT calculation (wB97M-V/def2-TZVPD) of a 15-piece molecular cluster, C52H126N8O22 overall.

Element x y z (Å)
C (-5.99786, -2.55047, 4.89113)
O (-5.33249, -2.65146, 3.62447)
C (-5.34989, -1.45281, 2.90112)
C (-6.55709, -1.42125, 1.97502)
O (-7.69922, -1.14451, 2.74126)
C (-8.69175, -0.74384, 1.84498)
H (-5.81351, -3.48203, 5.40921)
H (-7.09121, -2.51211, 4.74516)
H (-5.61735, -1.64532, 5.38125)
H (-4.48136, -1.43733, 2.24645)
H (-5.33196, -0.59191, 3.56981)
H (-6.60751, -2.41429, 1.47149)
H (-6.40724, -0.66140, 1.20257)
H (-9.61312, -0.56511, 2.39251)
H (-8.80651, -1.45863, 0.99910)
H (-8.45918, 0.20071, 1.36386)
C (-1.19514, -5.39726, 3.52706)
O (-1.97497, -5.36675, 2.29902)
C (-3.15690, -4.50830, 2.40558)
C (-3.86352, -4.60329, 1.08165)
O (-3.13556, -4.07580, -0.01311)
C (-4.04655, -3.80587, -1.10452)
H (-1.16902, -4.40214, 3.99757)
H (-0.14886, -5.63404, 3.25301)
H (-1.59469, -6.05901, 4.28684)
H (-2.84068, -3.52056, 2.71460)
H (-3.80337, -4.96101, 3.18942)
H (-4.82592, -4.00497, 1.13917)
H (-4.11288, -5.70930, 0.94869)
H (-3.47789, -3.19389, -1.80074)
H (-4.93314, -3.25494, -0.81135)
H (-4.30073, -4.77982, -1.56586)
C (-3.13092, 0.91508, 6.19656)
O (-2.93451, -0.02680, 5.09630)
C (-2.71472, -1.34848, 5.57656)
C (-1.25659, -1.59607, 6.01720)
O (-0.39048, -1.97182, 4.89089)
C (0.96382, -2.00636, 5.41374)
H (-4.04288, 0.70381, 6.75385)
H (-3.15782, 1.89883, 5.71906)
H (-2.27280, 0.75382, 6.82697)
H (-2.95243, -2.15342, 4.84552)
H (-3.26437, -1.54060, 6.49582)
H (-1.17137, -2.42432, 6.69604)
H (-0.85487, -0.68456, 6.53871)
H (1.29706, -1.01031, 5.60568)
H (1.67106, -2.39841, 4.65070)
H (1.00686, -2.55821, 6.34326)
C (2.12472, 1.90305, -4.14268)
O (3.26782, 2.61284, -3.67085)
C (2.93347, 3.98884, -3.47922)
C (4.20463, 4.85742, -3.26158)
O (4.81346, 5.20439, -4.44997)
C (6.08978, 5.81164, -4.24678)
H (1.45824, 2.66569, -4.56984)
H (1.60827, 1.42720, -3.29699)
H (2.33627, 1.11115, -4.85153)
H (2.19439, 4.10058, -2.63854)
H (2.41492, 4.39385, -4.35610)
H (4.93343, 4.38131, -2.59896)
H (3.77723, 5.82385, -2.82407)
H (6.77644, 5.01622, -4.03767)
H (6.08416, 6.42519, -3.34331)
H (6.28287, 6.39525, -5.16353)
C (0.72690, 3.58051, 0.70406)
O (0.37123, 4.27792, -0.47399)
C (-0.71843, 5.16377, -0.22349)
C (-0.54282, 6.22153, -1.19270)
O (-0.67724, 5.69633, -2.51919)
C (-0.09580, 6.62113, -3.41472)
H (1.18018, 4.28417, 1.41187)
H (1.48128, 2.83841, 0.50199)
H (-0.15696, 3.18122, 1.16705)
H (-0.71313, 5.56895, 0.79352)
H (-1.70096, 4.62883, -0.27635)
H (0.47869, 6.52953, -1.07459)
H (-1.27577, 7.04922, -1.05483)
H (-0.17238, 6.26158, -4.44333)
H (0.91606, 6.84075, -3.02905)
H (-0.66427, 7.51469, -3.26960)
C (-2.50951, -0.92224, 1.15755)
O (-1.55295, -0.59830, 0.17579)
C (-0.61876, -1.64762, -0.00149)
C (0.30096, -1.35905, -1.22259)
O (0.98441, -0.13092, -1.30573)
C (2.07899, -0.06364, -0.47897)
H (-3.25118, -0.15866, 1.07620)
H (-2.05706, -0.86145, 2.14746)
H (-2.90729, -1.91999, 0.99219)
H (-1.13862, -2.64171, -0.18643)
H (0.05952, -1.83492, 0.86957)
H (-0.34264, -1.41298, -2.08171)
H (0.97561, -2.20721, -1.26672)
H (2.90339, -0.73562, -0.80743)
H (1.70002, -0.32317, 0.50377)
H (2.45896, 0.94959, -0.43474)
C (-1.58622, 4.02130, 3.59432)
O (-2.61554, 3.94063, 2.63398)
C (-2.96157, 2.57517, 2.33306)
C (-4.40165, 2.59516, 1.71543)
O (-4.32904, 3.36875, 0.50747)
C (-5.61878, 3.69529, 0.01162)
H (-0.67706, 3.55426, 3.29761)
H (-1.96444, 3.57954, 4.50181)
H (-1.32950, 5.07377, 3.67502)
H (-2.88644, 1.90858, 3.25650)
H (-2.27669, 2.28077, 1.56110)
H (-5.15351, 3.07479, 2.40271)
H (-4.72332, 1.55835, 1.48129)
H (-6.17258, 4.50192, 0.55226)
H (-6.18011, 2.78186, 0.04643)
H (-5.46477, 4.02925, -1.00082)
C (5.47531, 1.43545, 0.78726)
C (4.51110, 0.90368, 1.78761)
O (3.85050, 1.72833, 2.43674)
N (4.40405, -0.43235, 1.80181)
C (3.84061, -1.14971, 2.94167)
H (6.14307, 2.04143, 1.34461)
H (5.02303, 2.02902, -0.00087)
H (6.18132, 0.66274, 0.33870)
H (4.90737, -1.03931, 1.10358)
H (3.64060, -2.14508, 2.65031)
H (2.92014, -0.60508, 3.22115)
H (4.49346, -1.02683, 3.80015)
C (1.86600, -3.83033, 1.26714)
C (1.31476, -4.51733, 0.03390)
O (1.96269, -4.51045, -1.01201)
N (0.14255, -5.11840, 0.14941)
C (-0.49536, -5.94029, -0.88282)
H (2.74136, -4.42739, 1.50248)
H (1.22587, -3.88391, 2.14789)
H (2.11882, -2.82235, 0.89759)
H (-0.48787, -5.09194, 0.96665)
H (-1.34140, -5.35905, -1.28415)
H (-0.90412, -6.86838, -0.47000)
H (0.22544, -6.11097, -1.67932)
C (2.10719, 3.05658, 5.17873)
C (1.02493, 1.98007, 4.92661)
O (0.22296, 1.57756, 5.73345)
N (1.19547, 1.38552, 3.72311)
C (0.22274, 0.50842, 3.12269)
H (2.99576, 2.89654, 4.52999)
H (2.40438, 3.03689, 6.25156)
H (1.67190, 4.03233, 4.90962)
H (1.94141, 1.70738, 3.15268)
H (0.53695, -0.52117, 3.28031)
H (0.06015, 0.75538, 2.07301)
H (-0.70543, 0.66066, 3.67827)
C (7.60615, -2.94968, 0.77522)
C (6.38301, -3.15735, -0.09842)
O (5.42423, -2.37551, -0.04168)
N (6.36199, -4.24792, -0.89242)
C (5.22416, -4.40092, -1.77148)
H (8.19268, -3.86704, 0.74713)
H (7.31100, -2.63987, 1.76100)
H (8.16783, -2.14248, 0.37243)
H (7.15538, -4.87119, -0.90130)
H (4.82033, -3.40636, -1.98393)
H (4.48207, -5.09754, -1.26023)
H (5.42780, -4.80755, -2.75191)
C (-1.91516, 3.66536, -4.97391)
C (-2.02095, 2.52094, -4.00444)
O (-2.68278, 1.47783, -4.39586)
N (-1.58552, 2.69395, -2.73214)
C (-1.83535, 1.74119, -1.66247)
H (-2.04958, 3.30475, -5.98647)
H (-0.94545, 4.22229, -4.88990)
H (-2.70854, 4.37138, -4.74338)
H (-1.09823, 3.55543, -2.52737)
H (-2.23437, 0.85228, -2.12341)
H (-2.60688, 2.00216, -0.96526)
H (-0.98966, 1.48496, -1.02903)
C (3.01932, -2.19772, -3.43754)
C (3.43945, -2.95526, -4.66699)
O (4.55384, -2.85711, -5.12914)
N (2.50376, -3.76657, -5.19034)
C (1.19487, -4.09859, -4.53297)
H (2.10121, -1.64212, -3.70668)
H (3.82917, -1.55381, -3.07343)
H (2.78112, -2.94649, -2.62140)
H (2.79985, -4.29151, -6.01679)
H (0.69157, -4.91824, -5.06963)
H (0.51169, -3.24417, -4.59026)
H (1.32858, -4.30746, -3.47027)
C (6.34459, 2.56008, -6.10401)
C (6.97462, 1.78770, -4.97533)
O (8.11579, 1.34772, -4.96317)
N (6.09964, 1.59324, -3.91581)
C (6.55541, 0.82006, -2.78087)
H (7.01365, 3.37939, -6.41309)
H (5.36082, 3.00310, -5.87506)
H (6.23273, 1.91194, -6.95271)
H (5.18255, 2.00703, -3.90243)
H (7.49311, 1.26687, -2.41493)
H (6.78651, -0.20762, -3.10030)
H (5.82750, 0.81527, -1.97006)
C (-4.27594, -1.99146, -4.71498)
C (-5.06678, -1.34803, -3.65305)
O (-6.07852, -1.91639, -3.24472)
N (-4.45754, -0.37091, -3.02816)
C (-5.16039, 0.30734, -1.92093)
H (-4.85999, -2.76057, -5.21521)
H (-3.42299, -2.49406, -4.32279)
H (-3.88649, -1.25882, -5.39079)
H (-3.70258, 0.19644, -3.46738)
H (-6.08914, -0.15084, -1.65209)
H (-5.36897, 1.33950, -2.20478)
H (-4.53120, 0.22333, -0.99695)

Values from the calculation:
**ΔE to the lowest compared entry with this formula, charge and spin**: 0.000 eV
**Gap between HOMO and LUMO**: 9.334 eV
**E_HOMO**: -8.9 eV
**E_tot**: -4150.038674 a.u.